C3H7NO2 | ωB97M-V/def2-TZVPD

Atoms and positions in Å:
N: -0.86 -1.55 -1.45
C: -0.67 -0.80 -2.37
O: -0.55 -0.14 -3.34
H: -0.49 -1.49 -0.49
C: -0.43 1.17 0.83
C: 0.81 0.30 0.79
O: 0.41 -1.05 1.04
H: -1.17 0.83 0.10
H: -0.90 1.12 1.82
H: -0.18 2.21 0.61
H: 1.29 0.38 -0.20
H: 1.53 0.63 1.55
H: 1.20 -1.60 1.10

Results
* multiplicity: 1
* largest force on an atom: 0.80 eV/A
* energy above the lowest of the compared OMol25 structures with the same formula, charge and spin: 95.96 kJ/mol
* HOMO-LUMO gap: 11.256 eV
* electronic energy: -8809.53435 eV
* LUMO level: 0.6081 eV
* SMILES: N=C=O.CCO

These are the Löwdin partial charges, in e, on atoms 1 to 8:
1. N 0.1867
2. C -0.4121
3. O 0.1267
4. H 0.0422
5. C -0.0823
6. C -0.3107
7. O -0.1085
8. H 0.0669